Entry 1:
81
Properties=species:S:1:pos:R:3:forces:R:3 method="wB97M-V/def2-TZVPD" homo_energy_ev="-0.55 / -2.77" orbital_gap_ev="3.0 / 5.2" multiplicity=4 relative_energy_ev=2.421 charge=-1 lumo_energy_ev="2.4 / 2.4" max_force_ev_per_a=0.73
Co -0.3016 -0.9233 -0.0125 -0.620 -0.147 0.058
C -0.7081 -4.0901 2.0966 0.128 0.218 -0.092
C -0.7024 -4.3192 0.5703 -0.163 -0.352 0.140
N -0.1059 -3.2694 -0.2324 0.453 -0.043 -0.081
C -0.2198 -3.5819 -1.6421 0.075 -0.029 -0.400
C 0.1752 -2.3940 -2.5341 -0.053 -0.383 0.029
N -0.4525 -1.1396 -2.1449 0.571 0.400 -0.204
C -1.6877 -0.7846 -2.8222 -0.343 -0.100 -0.236
C -2.8788 -1.6917 -2.5040 0.154 0.146 0.190
C -3.4984 -1.5539 -1.1007 -0.218 -0.005 -0.420
N -2.5604 -1.3014 -0.0261 -0.264 0.231 0.109
C -3.0505 -1.7538 1.2612 -0.017 0.052 0.400
C -2.0918 -1.3538 2.3993 -0.153 -0.210 -0.231
N -0.6994 -1.5873 2.0627 0.053 0.463 0.323
C -0.0893 -2.7845 2.5980 -0.115 -0.304 0.061
H -0.1660 -4.9039 2.5839 -0.063 -0.004 0.028
H -1.7382 -4.1427 2.4527 -0.028 -0.056 0.066
H -1.7386 -4.4156 0.2276 0.060 -0.038 -0.014
H -0.2136 -5.2930 0.3637 -0.173 0.158 -0.015
H 0.8749 -3.1716 0.0070 0.097 0.038 0.006
H -1.2589 -3.8677 -1.8273 0.085 -0.012 0.029
H 0.4059 -4.4513 -1.9328 -0.185 0.164 0.016
H -0.0556 -2.6520 -3.5820 0.107 -0.010 0.075
H 1.2546 -2.2693 -2.4403 0.018 0.085 -0.084
H 0.2117 -0.3822 -2.2841 -0.085 -0.073 0.015
H -1.5444 -0.8042 -3.9204 -0.043 0.071 0.174
H -1.9305 0.2378 -2.5290 0.052 0.116 -0.061
H -2.5788 -2.7234 -2.6804 -0.065 -0.044 -0.046
H -3.6690 -1.4659 -3.2259 0.045 -0.063 -0.041
H -4.0161 -2.4968 -0.8869 -0.047 0.127 0.051
H -4.2695 -0.7615 -1.1358 0.056 -0.191 0.026
H -2.3829 -0.2976 0.0207 -0.001 -0.034 0.005
H -3.1556 -2.8421 1.2135 -0.006 -0.018 0.006
H -4.0500 -1.3406 1.4963 0.066 -0.107 -0.003
H -2.3840 -1.8972 3.3138 -0.053 0.147 -0.053
H -2.2216 -0.2850 2.5850 0.038 0.013 0.067
H -0.1212 -0.7844 2.3402 0.011 -0.010 0.010
H -0.1513 -2.8031 3.7031 0.085 -0.018 -0.144
H 0.9679 -2.7561 2.3297 0.086 0.086 0.060
F 6.7501 -0.9953 0.3535 -0.200 0.222 -0.105
C 5.4897 -0.5766 0.6907 0.026 -0.377 0.114
C 4.3482 -1.1255 0.0788 0.045 -0.083 -0.082
F 4.4913 -2.0770 -0.8919 0.030 0.222 0.304
C 3.0986 -0.7286 0.4601 0.400 0.200 -0.001
F 2.0140 -1.2906 -0.1732 0.336 -0.316 0.007
C 2.8648 0.2925 1.4376 -0.447 -0.121 0.427
S 1.2607 0.8744 1.8085 0.239 0.099 -0.046
C 4.0379 0.7968 2.0645 0.373 0.117 -0.270
F 3.9059 1.7080 3.0669 0.026 -0.231 -0.152
C 5.2914 0.3818 1.7239 -0.134 0.327 -0.030
F 6.3778 0.8678 2.3836 -0.063 -0.229 -0.024
C 3.7462 3.1870 -0.2514 -0.171 -0.181 -0.051
C 2.5656 2.5368 -0.9745 0.132 -0.084 -0.048
C 2.7850 2.5954 -2.4907 -0.037 -0.113 0.239
C 1.2383 3.1525 -0.5972 -0.052 -0.259 -0.023
C 1.0395 4.4960 -0.8608 -0.095 0.202 0.004
C -0.1753 5.1148 -0.6180 -0.083 0.127 -0.074
C -1.2209 4.3520 -0.1260 -0.017 0.284 -0.096
C -1.0539 3.0115 0.1648 0.092 -0.401 0.034
C -2.1982 2.2271 0.7585 -0.121 0.000 0.091
C -2.5884 2.7763 2.1304 0.066 -0.162 -0.116
C -3.4096 2.1864 -0.1758 0.223 -0.138 0.091
C 0.1939 2.3698 -0.0332 0.167 0.649 -0.068
N 0.3737 1.0533 0.3553 -0.027 -0.639 0.160
H 4.6664 2.6542 -0.4855 0.122 -0.051 0.019
H 3.5971 3.1604 0.8234 0.011 -0.006 0.162
H 3.8698 4.2258 -0.5530 0.001 0.179 -0.063
H 2.5358 1.4836 -0.6919 -0.040 0.111 0.017
H 2.9077 3.6196 -2.8373 -0.015 0.165 -0.064
H 1.9407 2.1558 -3.0176 -0.114 -0.048 -0.119
H 3.6827 2.0382 -2.7499 0.147 -0.067 -0.098
H 1.8578 5.0841 -1.2594 0.058 0.011 -0.053
H -0.3088 6.1738 -0.8152 0.012 -0.060 0.004
H -2.1770 4.8281 0.0648 -0.066 0.001 0.002
H -1.8105 1.2117 0.9027 -0.024 0.213 -0.036
H -2.7851 3.8458 2.0713 -0.061 0.095 0.054
H -1.7727 2.6169 2.8340 0.035 0.051 0.108
H -3.4857 2.2811 2.5059 -0.069 -0.050 0.101
H -3.8978 3.1568 -0.2259 -0.074 0.166 -0.064
H -4.1451 1.4605 0.1755 -0.128 -0.060 0.028
H -3.0985 1.9117 -1.1839 -0.052 -0.029 -0.102

=====

Entry 2:
79
Properties=species:S:1:pos:R:3:forces:R:3 method="wB97M-V/def2-TZVPD" homo_energy_ev=-8.53 orbital_gap_ev=7.2 smiles="C=CN1C(=O)c2cc([PH2]=O)c(CCC(F)(F)F)c(CCCCCCCCCCOC)c2C1=O.C1CCOC1" charge=0 lumo_energy_ev=-1.4 max_force_ev_per_a=5.35
C -6.6485 -2.1037 -1.8424 1.236 1.629 0.838
C -5.8488 -1.4801 -0.8118 -2.084 -1.724 -1.891
N -4.5883 -0.7929 -1.1563 -1.195 0.171 -0.196
C -3.9859 -1.5537 -2.2616 1.686 -1.730 -1.723
O -4.0854 -1.4579 -3.4974 -0.171 0.133 4.707
C -3.0397 -2.5846 -1.5006 2.241 -1.612 2.647
C -2.4256 -3.9373 -1.9101 0.384 2.021 3.198
C -1.5177 -4.6716 -0.8568 -0.984 2.817 1.169
P -0.8642 -6.3632 -1.4503 -1.915 0.892 -4.914
O -1.1754 -6.5030 -2.9722 0.647 0.350 3.441
C -1.1964 -4.0692 0.5620 -2.038 1.853 -2.039
C -0.2855 -4.8159 1.6362 -0.394 -0.264 0.034
C 1.1300 -5.3340 1.0857 -0.213 -0.868 -0.140
C 2.2767 -5.4278 2.1984 1.283 -0.406 -0.559
F 3.5454 -5.4187 1.5222 -2.722 0.102 1.726
F 2.2845 -4.3626 3.1228 -0.032 -2.596 -1.901
F 2.2478 -6.6796 2.8960 -0.129 3.190 -1.268
C -1.8358 -2.6823 0.9508 -1.108 -0.827 -2.309
C -1.5910 -1.9456 2.3456 1.426 0.515 -0.972
C -0.1800 -1.1329 2.1717 0.050 -0.169 -1.267
C -0.3454 0.2405 1.3522 0.979 0.862 0.412
C -0.6898 1.4986 2.3248 0.380 -0.169 -0.511
C 0.6454 2.2478 2.8460 -0.392 0.079 0.256
C 1.1409 3.4248 1.8626 0.526 -0.264 0.308
C 2.1156 4.4785 2.6255 -0.406 -0.677 -0.479
C 3.0555 5.3091 1.6147 0.443 0.316 0.299
C 3.1304 6.8892 1.9814 -0.623 -0.164 -1.592
C 2.7167 7.7003 0.6356 0.418 0.071 1.401
O 3.7955 7.5036 -0.3245 -1.820 0.367 -0.347
C 3.3952 8.0535 -1.6054 0.549 0.355 -0.548
C -2.7531 -2.0009 -0.0851 1.015 -2.162 -1.627
C -3.5942 -0.6513 -0.0472 -0.039 0.807 1.622
O -3.5637 0.3423 0.7020 -0.142 -3.835 -2.519
H -7.0087 -3.1836 -1.7940 -0.422 2.052 0.776
H -6.8965 -1.5227 -2.8015 1.462 -1.375 1.071
H -6.2803 -1.5583 0.2487 1.932 -0.224 -1.256
H -2.6589 -4.3546 -2.9407 0.615 0.342 1.657
H -1.6194 -7.3715 -0.7697 0.830 0.454 0.486
H 0.5550 -6.4880 -1.3222 -0.732 0.038 0.748
H -0.8499 -5.7486 2.0233 0.756 1.518 -0.598
H -0.1262 -4.1503 2.5471 -0.216 -0.756 -1.422
H 1.4983 -4.7719 0.1479 -0.382 -0.525 1.862
H 0.9647 -6.4204 0.7260 0.617 1.700 0.766
H -2.3878 -1.1497 2.5345 0.839 -1.439 -0.180
H -1.4400 -2.6624 3.2178 -0.672 0.864 -1.239
H 0.5088 -1.8025 1.5246 -0.955 0.930 1.201
H 0.3490 -0.9478 3.1649 -0.864 -0.215 -1.205
H 0.6855 0.4897 0.8876 -1.609 -0.502 0.584
H -1.0729 0.1807 0.4775 0.958 -0.166 1.334
H -1.2966 2.2875 1.7448 0.657 -1.358 0.980
H -1.3008 1.0874 3.2013 0.729 0.814 -1.134
H 0.4309 2.7105 3.8805 0.292 -0.631 -1.532
H 1.4757 1.4714 3.0052 -1.046 1.131 -0.248
H 0.2146 3.9554 1.4365 1.450 -0.693 0.511
H 1.7594 2.9732 1.0034 -1.117 0.618 1.091
H 1.4401 5.1747 3.2362 1.090 -0.905 -0.751
H 2.7501 3.8518 3.3390 -0.790 1.010 -0.793
H 4.1451 4.9333 1.6358 -1.831 0.215 -0.103
H 2.6664 5.1831 0.5360 0.624 0.236 1.670
H 4.1789 7.2487 2.2439 -1.437 -0.644 -0.067
H 2.3793 7.0604 2.8236 1.143 0.211 -1.147
H 1.7105 7.2821 0.2685 1.427 0.609 0.251
H 2.6259 8.8331 0.8220 -0.074 -1.576 -0.131
H 2.2546 8.0310 -1.6883 1.586 -0.018 -0.205
H 3.9101 7.4522 -2.4451 -0.994 0.774 1.386
H 3.7712 9.1418 -1.7288 -0.719 -1.555 0.361
C 1.8604 -0.5687 -3.8733 0.426 -0.159 0.043
C 0.5523 -1.1115 -4.4054 -0.258 0.091 -0.373
C -0.2290 -1.3559 -3.1299 -0.080 -0.157 0.252
O 0.2195 -0.3836 -2.1752 0.127 -0.075 -0.216
C 1.4009 0.2507 -2.6831 -0.147 0.300 0.152
H 2.4221 0.0178 -4.6025 -0.035 -0.022 0.074
H 2.4953 -1.3948 -3.5358 -0.002 0.079 -0.031
H 0.0520 -0.3475 -5.0095 0.006 -0.088 0.023
H 0.6641 -2.0095 -5.0154 -0.035 0.050 0.067
H -0.0195 -2.3498 -2.7192 -0.067 -0.066 -0.070
H -1.3074 -1.2589 -3.2738 0.078 0.029 0.065
H 1.1319 1.2694 -2.9828 0.105 0.023 -0.007
H 2.1556 0.3073 -1.8952 -0.116 -0.006 0.046

=====

Entry 3:
79
Properties=species:S:1:pos:R:3:forces:R:3 method="wB97M-V/def2-TZVPD" homo_energy_ev="-11.43 / -11.79" orbital_gap_ev="6.1 / 5.5" multiplicity=5 relative_energy_ev=0.379 charge=+2 lumo_energy_ev="-5.3 / -6.3" max_force_ev_per_a=2.60
Fe -13.6579 -0.2305 -13.2598 -0.810 0.560 0.291
C -16.1915 -0.9934 -11.1078 0.093 -0.024 -0.405
P -15.8643 0.2543 -12.4588 0.985 0.257 1.656
C -16.3047 1.7452 -11.4451 -0.415 -0.354 -1.039
C -17.1292 0.0786 -13.7858 0.548 -1.078 0.726
C -16.5100 -0.3787 -15.1395 -0.203 -0.222 -0.274
P -14.7713 -1.1630 -15.0708 -1.415 -0.199 0.459
C -13.7696 -1.0528 -16.5794 -0.878 1.017 -0.917
C -15.4185 -2.8529 -15.4056 1.064 0.303 -0.127
H -15.7426 -0.5220 -10.2099 -0.164 -0.579 -0.432
H -15.6697 -1.9408 -11.3605 -0.412 0.467 0.346
H -17.2655 -1.1815 -10.9180 0.501 0.103 -0.150
H -17.3691 1.6725 -11.2419 -0.303 0.558 -0.160
H -16.0063 2.6496 -11.9886 -0.477 -0.025 0.268
H -15.8442 1.7299 -10.4731 0.599 -0.136 0.222
H -17.6467 1.0083 -13.8696 -0.331 0.737 -0.236
H -17.8694 -0.6297 -13.3521 0.392 0.204 -0.661
H -16.4724 0.4556 -15.8341 -0.095 0.215 -0.060
H -17.2064 -1.1273 -15.5611 0.485 0.407 -0.071
H -14.3789 -0.8125 -17.4821 0.507 -0.620 0.397
H -13.2714 -2.0306 -16.6216 0.012 0.477 -0.396
H -13.0703 -0.2247 -16.4698 0.264 -0.209 -0.106
H -15.9427 -2.7689 -16.3822 -0.271 -0.381 0.978
H -15.9271 -3.1895 -14.5014 -0.560 -0.242 -0.557
H -14.5594 -3.4943 -15.5853 0.010 -0.316 0.170
C -19.2630 -10.4349 -9.5203 1.636 0.161 -1.990
O -18.7061 -10.0544 -10.8897 -0.515 0.341 1.968
C -17.8308 -9.0465 -10.9200 0.982 -0.185 -1.467
C -17.2027 -8.4072 -9.8370 -0.959 0.864 0.947
C -16.2555 -7.4182 -10.0532 0.898 -0.800 0.531
C -15.7283 -7.1737 -11.3284 0.249 0.216 -1.636
C -16.3840 -7.7801 -12.4788 0.725 -0.060 0.912
C -17.3910 -8.6882 -12.2612 -0.751 0.606 0.212
N -14.6754 -6.2938 -11.5951 -1.210 -0.684 0.100
N -14.1901 -5.7731 -10.5203 -0.616 0.071 0.760
C -13.6000 -4.5836 -10.5702 0.290 -1.161 -0.138
C -13.2676 -4.0285 -9.2888 1.172 0.405 -0.175
C -12.7886 -2.7536 -9.3048 0.012 0.523 -0.293
C -12.7489 -1.8847 -10.4995 0.165 1.540 1.166
O -12.4970 -0.6556 -10.3913 -0.488 -1.772 -0.461
C -12.8657 -2.5628 -11.7823 -0.317 0.000 -1.835
N -12.5606 -1.8517 -12.9413 1.563 -1.531 1.400
C -12.0352 -2.5415 -13.9705 -0.043 0.719 1.240
C -12.1009 -3.9254 -13.9721 -0.942 -0.419 0.254
C -12.8357 -4.6305 -13.0133 -0.005 1.236 0.635
C -13.1731 -3.9372 -11.8041 0.552 0.374 -1.023
H -19.7259 -11.3824 -9.6871 -0.279 -0.493 -0.133
H -19.9799 -9.7012 -9.2394 -0.404 0.631 0.356
H -18.4195 -10.5435 -8.8422 -0.189 0.090 0.110
H -17.5709 -8.4926 -8.7940 0.329 -0.370 -0.889
H -15.7229 -6.9738 -9.2013 -0.588 -0.070 -0.397
H -15.9921 -7.5444 -13.4872 -0.510 -0.119 0.724
H -18.0169 -9.0142 -13.1003 0.518 -0.347 0.378
H -13.2274 -4.6881 -8.3776 -0.426 0.854 -1.150
H -12.3547 -2.2310 -8.4738 -0.199 -0.109 0.640
H -11.5153 -1.8981 -14.7136 -0.688 -0.899 0.169
H -11.7165 -4.4604 -14.7952 0.491 -0.524 -0.839
H -13.1248 -5.6674 -13.1293 0.357 0.097 -0.025
C -10.9591 3.1254 -12.0927 -0.478 1.797 1.402
C -11.9417 1.9612 -12.0503 -0.321 -1.989 0.512
N -12.5069 1.6563 -13.4072 -0.149 1.050 0.391
C -11.3547 1.4877 -14.2831 -0.211 -1.348 -1.865
C -10.5180 2.7615 -14.4679 -0.288 0.540 -0.526
N -11.0047 3.8047 -13.4695 0.409 -1.343 0.096
C -12.4550 4.1307 -13.8560 0.420 1.287 -1.032
C -13.3231 2.8305 -13.9630 0.569 -0.743 0.963
H -9.9361 2.8635 -11.7632 -0.374 0.113 -0.846
H -11.3134 3.8698 -11.3335 0.429 -0.276 -0.836
H -12.7547 2.0675 -11.2778 0.717 0.164 -1.007
H -11.3889 1.0189 -11.7278 -0.805 1.117 -0.394
H -11.7858 1.1245 -15.2554 0.581 0.651 0.562
H -10.6832 0.6539 -13.9971 -0.584 0.443 0.499
H -10.5971 3.1971 -15.4722 -0.190 -0.053 0.287
H -9.4766 2.5398 -14.3209 0.465 0.198 0.407
H -10.3594 4.6360 -13.5111 -1.090 -0.862 0.158
H -12.3566 4.6411 -14.8649 -0.254 -0.574 1.195
H -12.8031 4.8978 -13.1418 -0.014 -0.589 -0.210
H -13.5871 2.5998 -15.0170 0.281 0.138 0.705
H -14.2736 2.8807 -13.3760 0.952 0.174 -0.436